8
Properties=species:S:1:pos:R:3:mulliken_charge:R:1 method="wB97M-V/def2-TZVPD" homo_ev=-9.88 orbital_gap_ev=9.44 charge=0 e_tot_ha=-789.14283
N -1.600 -0.974 -0.756 0.71
N 1.826 2.481 0.239 -0.40
N -0.991 -1.676 -1.386 -0.37
N 1.817 1.384 0.397 0.75
N -1.936 -0.094 -0.012 -0.59
N 1.563 0.297 0.819 -0.36
Cl 2.268 -1.238 0.401 0.00
H -2.948 -0.180 0.298 0.25